This record from OMol25 describes a molecular structure, C2FLi3O2 in a non-equilibrium geometry. The level of theory is ωB97M-V/def2-TZVPD.

Each line ends with the natural charge from an NBO analysis.
Positions of all 8 atoms, in Å:
C1 0.15 -1.42 0.04  0.183
O1 1.23 -2.02 -0.27  -0.882
Li1 -2.63 2.06 -0.36  0.928
Li2 2.23 -0.41 -0.46  0.960
F1 1.60 1.23 -0.29  -0.960
C2 -0.89 -0.81 0.33  -0.089
O2 -1.72 0.22 0.43  -1.067
Li3 0.02 1.15 0.59  0.926

Computed properties:
- HOMO-LUMO gap (Ha) = 0.14479
- electronic energy (Eh) = -349.19520
- relative energy (zero: lowest compared OMol25 entry of this formula, charge and spin) (kcal/mol) = 0.00